Entry 1:
175
Properties=species:S:1:pos:R:3 method="wB97M-V/def2-TZVPD" total_charge=+1 spin_multiplicity=1 total_energy_ha=-11091.317484
O 1.6015 -1.0534 0.4398
H -6.4620 7.4198 -3.9671
H -3.7958 1.5788 1.8071
H -5.7995 2.1390 2.6177
H -0.3726 -12.9236 10.5041
H -5.0103 5.8387 2.0719
P 6.9638 3.1082 -1.5399
H -2.1880 -2.2671 -1.4211
C 4.8219 2.4511 -3.9970
H 2.8250 -10.8860 7.5780
C -5.7345 5.5381 -3.2076
H -6.7394 5.0004 0.3892
H -2.0856 4.7816 -11.7486
C -1.6135 3.6060 -2.4712
H -6.5913 5.3452 -2.5611
Br -1.0360 1.0972 2.0492
O -4.5116 5.0408 -2.6313
H -3.0172 -2.7066 4.2270
H -5.9002 5.0023 -4.1442
C -4.0775 1.3402 2.8472
C 0.0297 -10.8094 10.5402
H 9.9212 4.2344 -3.0555
C -1.2703 5.8324 -10.0515
O -1.6623 6.0946 -8.6924
H -2.2030 8.1313 -6.8261
O -1.5373 -9.9486 8.4955
O -0.4453 -0.8497 -3.0252
H -1.4041 6.6395 -4.9934
H 0.8937 -10.8984 11.2016
H -1.3878 4.5051 -3.0446
H -2.4814 3.1346 -2.9395
C 1.3340 -10.6498 6.0283
H -3.4321 -2.8496 2.5439
H 4.6510 -1.1275 -4.8566
H -1.8870 -7.9536 9.0053
H -1.7555 -11.9374 10.0820
N 0.6934 -1.1007 5.9760
H -0.9973 4.3455 -0.5523
C 9.1419 3.0007 0.0184
H -1.5730 -4.5946 2.2659
C -1.2163 -2.0072 -0.9630
H 10.3145 1.2139 -0.2258
H -2.2111 3.0663 -0.4563
H -3.8083 7.4236 -6.7345
H -5.3884 7.5738 -2.5699
C 2.0748 -0.1140 -4.7463
H 0.2487 -2.4909 4.0176
F 2.2748 -2.4472 -4.7288
H 2.1840 -12.4007 6.9602
H -2.8380 -8.4741 6.6941
H -3.1946 8.3965 -5.3825
O -2.1339 5.3931 -6.4860
H -1.7769 -5.3184 5.1208
H -4.0658 -7.8455 7.8110
C 3.0144 -0.0601 -6.0176
H 2.0040 -1.8081 2.2874
C -2.4294 -8.8720 8.7786
N -0.8677 -2.1900 1.5707
C 4.4721 -0.6553 -5.8297
H -0.1955 1.0695 5.4887
C 2.4892 -11.3946 6.6712
C -3.6816 2.4773 3.8373
H -1.6836 -0.0453 -1.6786
P 0.0448 -9.6577 8.1128
O -4.6984 3.7635 0.2144
O -5.1637 5.9642 -0.5906
H 10.0505 5.9891 -3.2389
C -1.4830 -1.7936 0.4997
N -1.5752 -1.7157 6.0458
C -0.5925 -0.9748 5.2458
O 6.7455 1.8971 -2.6207
H 0.5824 -0.6671 6.8912
H 0.0749 2.3782 -6.2349
H 0.4017 -0.8833 3.3576
H 1.3652 -0.4995 5.4976
C 0.2366 3.1167 -8.2546
C 9.5609 1.6132 0.4551
C 0.6983 -1.6614 -3.2185
H 0.2368 2.7093 -9.2698
C 1.3209 -1.4609 -4.5974
H 3.3334 -11.4661 5.9834
H -1.7820 0.6385 5.8184
H 8.4425 3.4443 0.7275
H 4.6722 3.4474 -3.5735
C -1.5195 -1.7715 2.8765
H -3.3392 0.0187 4.3759
C -2.9220 7.6669 -6.1475
C -0.3167 -1.5651 3.8404
H 8.3625 5.4392 -1.4652
H 1.4296 -1.5611 -2.3959
H 8.7166 0.9233 0.4340
F 0.4209 -1.6860 -5.5596
H -0.4702 -9.8688 10.7752
O 6.4903 2.4824 -0.2599
O -0.9133 3.9568 -8.1316
F 4.6611 -1.5912 -6.7863
Br 0.3572 -5.8411 3.9691
H -0.0161 -0.1181 -1.1211
O 0.5143 -10.8285 9.1855
H -0.7461 1.3916 -7.4271
H -7.0122 6.6690 -0.0880
N -0.9636 0.4562 5.2569
C -6.2668 5.9805 0.3186
H -3.1474 3.2929 3.3262
O 8.5890 2.9498 -1.2980
H 5.4846 0.5066 -3.3860
H -1.2434 -12.0382 11.7723
O 7.2584 4.1974 -2.7519
C 5.4203 1.5137 -2.9714
C -5.8080 6.4691 1.6761
C -0.8903 -11.9928 10.7412
H -0.2843 5.3693 -10.1033
H -2.5267 -1.4270 5.8258
H -3.0409 6.0155 -4.7794
H 7.6032 6.2185 -2.8504
H -2.9336 -4.9532 3.2826
C -2.5727 -2.8541 3.2326
F 5.4285 0.2917 -6.0354
C -2.2363 -0.4215 2.5034
H 1.0693 -11.1261 5.0836
H 9.1304 5.0184 -4.4059
C -2.3402 6.4163 -5.5145
H 0.3727 -2.7211 -3.1815
H 0.4577 -3.6468 2.2695
H 0.9179 -0.4308 0.7298
H 5.4897 2.5625 -4.8502
H 2.4675 -2.8377 0.9528
H -3.3040 5.4455 -10.6415
H -0.7669 2.9199 -2.5448
H -5.4042 7.4796 1.5979
H 9.9747 1.6301 1.4649
P -4.4689 4.5433 -1.0542
H -0.5570 -2.8574 -1.1687
H -4.5599 2.9134 4.3333
C -0.7803 -0.6764 -1.6813
H -3.0174 2.1240 4.6388
H -2.4152 4.0055 -10.1934
C 0.1499 1.9910 -7.2491
C 9.3827 5.1339 -3.3506
H -4.7104 7.1881 -4.1369
H -0.8401 -3.8442 5.0641
C -3.3821 -8.6749 7.6182
C -1.9014 3.9536 -1.0212
F 3.1646 1.2497 -6.3272
C 8.1298 5.3193 -2.5240
F 2.4359 -0.6315 -7.0796
O -5.5124 1.2478 2.8661
H 0.3111 -3.6683 0.5276
O 0.1694 -10.6931 6.8513
H -3.9680 -9.5803 7.4515
H -6.6351 6.4766 2.3882
O -2.8938 4.9678 -0.9165
C 0.3556 -2.9931 1.3877
C -5.5702 7.0154 -3.4871
C -2.3258 4.9653 -10.7006
H 1.1610 3.6824 -8.1357
C -3.5106 -0.0404 3.2957
H -2.9929 -9.1439 9.6757
S -2.9207 -0.7995 0.8061
C 1.6652 -2.1712 1.3006
H 10.0179 3.6542 -0.0226
H 4.7881 1.4673 -2.0783
H 1.0183 1.3472 -7.3156
C -2.0366 -4.3146 3.2236
H 1.6078 -9.6124 5.8121
F 1.1282 0.8384 -4.8367
H -1.2124 6.7917 -10.5697
P -0.7980 5.4495 -7.4348
F 2.8083 0.0492 -3.6182
H -1.4435 -1.3902 7.0033
H 3.8654 2.0782 -4.3467
H -4.2887 -0.8065 3.1539
C -1.1716 -4.6890 4.4557
O -0.1396 -8.3363 7.4255
O 0.2987 5.1482 -6.4560


Entry 2:
153
Properties=species:S:1:pos:R:3 method="wB97M-V/def2-TZVPD" total_charge=+1 spin_multiplicity=1 total_energy_ha=-6165.693455
C 25.6895 22.2687 0.7669
H 20.2760 14.2474 4.6949
O 20.9280 15.4100 2.9454
Cl 17.9311 23.2875 2.5138
H 23.7196 20.5594 2.6132
H 25.2204 24.2106 11.3444
C 25.5039 21.3830 2.0220
C 19.5679 21.9875 10.5890
Cl 21.1806 16.8379 8.2131
H 20.5477 22.4409 10.4392
H 19.5085 23.1397 4.4761
P 24.1380 24.5479 9.2465
H 23.8539 22.8969 -0.5188
C 19.6155 21.1995 -0.3463
C 21.7790 25.9416 9.8451
H 22.5578 22.8405 9.0501
H 22.0851 23.2017 4.7615
C 27.6917 25.2017 12.7363
H 23.3995 22.5670 5.6824
Cl 18.5363 18.2546 8.1514
H 28.3334 24.3232 12.6686
C 19.6717 26.9894 10.2357
H 18.5287 20.7834 9.0195
H 23.5331 26.8905 8.8559
H 21.2528 27.9820 9.2997
H 17.1505 20.4166 4.8136
H 16.4762 21.6875 8.4298
H 20.5722 18.8917 6.9111
C 20.0767 17.3248 3.6615
C 24.1926 22.1027 0.1465
C 26.2809 24.7373 5.5091
H 19.3819 23.5399 7.2367
C 26.7944 25.1987 10.2666
H 25.0083 23.2654 7.4575
H 19.5710 16.4926 5.6587
H 20.7339 17.9146 4.3005
O 21.3123 20.4932 4.5786
H 24.1842 21.1167 -0.3180
C 25.2634 25.0298 10.6266
H 22.2373 20.5290 0.8463
C 24.0292 21.7469 10.2027
C 18.8786 24.0524 8.0566
H 24.7751 25.8067 11.2149
H 20.1614 24.2694 3.3689
H 21.1889 26.8912 5.3158
H 19.5810 24.4423 8.7932
Cl 23.3829 27.7206 4.8930
H 19.0568 26.1012 10.3816
C 24.0308 21.5978 2.4991
H 26.7844 26.9056 11.5751
H 22.2900 20.5531 9.8481
C 20.9165 22.0633 -0.0682
C 20.6454 16.5320 2.5192
C 18.5424 22.9201 11.0921
H 20.4687 23.0227 0.1906
H 19.7362 21.0695 11.1520
C 20.8915 26.9539 9.2748
C 19.8407 19.7330 -0.6618
C 22.0486 26.6311 4.6982
O 20.7686 16.7647 1.3260
H 26.2791 23.6950 5.1903
H 26.0108 23.2939 0.9503
H 22.0238 19.8571 12.3828
C 15.3630 21.5020 5.0597
Cl 25.6770 19.0447 5.3306
H 23.6042 19.6209 10.4550
H 28.0648 25.7870 13.5767
H 18.5548 15.9257 4.4400
C 19.0619 21.7286 9.1204
H 20.6843 19.1243 8.5490
O 21.9284 23.7019 6.6783
H 21.9924 26.2805 10.8588
C 25.2974 25.1919 6.6614
H 22.3112 20.5744 6.4018
H 22.2458 23.7911 2.5890
C 21.8759 21.5250 1.1023
H 22.0445 21.5500 12.2136
H 23.8268 24.3130 1.8291
C 19.5659 16.3062 4.5847
H 19.0575 27.7942 9.8318
H 18.9697 21.5782 -1.1386
C 17.5359 21.7433 6.5027
H 14.6180 21.8000 5.7974
H 25.3482 25.5607 3.6495
H 21.2258 25.0094 9.9592
H 24.0925 17.1976 5.5297
H 18.9402 19.2653 -1.0598
H 28.3875 26.4428 11.1570
C 17.4585 23.2003 10.0645
H 18.1319 24.7027 7.6009
N 18.1141 22.9112 8.6669
H 16.7543 22.3928 10.2652
H 26.8622 25.8809 9.4192
C 22.6531 20.6677 12.0155
H 27.1129 25.2968 3.5952
H 18.9261 21.1674 0.4974
N 23.1802 22.2950 1.3484
H 20.2227 19.0545 0.1009
H 26.2573 21.7980 2.6916
H 26.2883 24.1058 8.2357
H 22.2742 25.5710 4.8141
C 16.9798 22.4194 7.7982
H 24.5929 21.4366 9.3228
H 16.4991 23.3306 7.4424
H 27.2881 24.6246 5.9102
H 25.7328 26.1377 6.9839
C 20.6417 15.2285 4.3919
C 21.7067 21.2058 5.7506
C 20.3377 18.3722 7.8402
Cl 21.4073 26.7557 3.0061
H 16.2772 19.9619 6.2362
H 24.8723 21.8629 10.8837
H 20.0301 27.3401 11.2035
C 24.1414 18.1492 5.0005
C 23.2747 23.0492 9.8442
H 23.3073 18.6805 5.4588
C 23.1305 20.5989 10.5407
Cl 18.4783 25.2426 4.7353
H 22.6202 23.3100 10.6759
H 18.0609 22.4522 11.9508
C 25.3014 24.2582 7.7987
C 16.5791 20.8272 5.6461
C 22.3194 22.7115 5.7065
H 15.5995 22.3589 4.4290
H 24.0499 22.0681 3.4822
Cl 23.7341 17.9569 3.1909
H 20.8146 21.2794 6.3725
H 26.7255 24.9763 13.1878
H 27.2897 24.2414 10.1042
H 18.2565 20.9968 6.8367
H 19.4374 18.1080 3.2539
H 21.3516 21.3834 2.0474
H 22.6558 25.7356 7.9596
H 21.5431 22.3741 -0.9042
H 26.3646 21.8671 0.0112
H 20.4314 26.8315 8.2942
H 25.6517 20.3381 1.7495
H 17.9512 22.5014 5.8386
H 19.8455 21.5697 8.3795
H 20.5970 19.5076 -1.4136
H 26.5031 26.6286 4.5422
H 24.3207 25.3825 6.2165
C 22.8932 23.7626 1.7125
H 17.1895 24.2330 10.2866
H 21.5231 15.4191 5.0043
C 27.4198 26.0300 11.4420
H 19.0794 23.8049 11.4340
C 23.0488 25.9196 8.9595
C 19.2128 23.9268 3.7824
H 23.5379 20.6645 12.6522
H 14.8683 20.7430 4.4536
C 26.2764 25.6128 4.2185
H 22.2825 24.0940 0.8727